Record 1
20
Properties=species:S:1:pos:R:3:forces:R:3:nbo_charge:R:1 method="wB97M-V/def2-TZVPD" spin_multiplicity=1 lumo_energy_ev="-0.42 / -0.43" largest_force_ha_per_bohr=0.0606 de_lowest_ev=5.310 charge=0
O 1.870498 1.187092 -0.554277 -1.2844 -0.8496 1.2415 -0.32
O -2.020906 -0.731277 0.104826 -0.3927 -0.0955 0.1080 -0.68
N 0.969217 0.892910 0.226916 2.7395 0.1254 -0.7663 0.17
C -0.875048 -0.166482 -0.415595 1.5047 2.3774 0.2979 0.12
C 0.360317 -0.990490 1.662934 0.1313 0.0833 -0.2239 -0.63
C 0.473574 -0.535758 0.211994 0.0366 -0.5864 -0.3400 -0.02
C -0.913566 2.371923 -1.170366 0.0734 0.0192 0.3019 -0.39
C -0.812927 1.476721 -0.182379 -2.7352 -1.3708 -0.5970 -0.21
C 1.314528 -1.470157 -0.639218 -0.0453 0.2933 0.2766 -0.62
H -0.864111 -0.319996 -1.491158 -0.0413 -0.1337 0.0114 0.20
H -0.439863 2.200327 -2.124608 -0.2220 -0.1551 -0.2889 0.19
H 1.461042 -1.055004 -1.631201 0.0039 0.0230 -0.1208 0.23
H -0.249801 -1.892805 1.720882 0.1084 -0.0282 0.0157 0.23
H 2.292387 -1.607226 -0.185163 0.1413 -0.0925 -0.0038 0.22
H -1.195739 1.705515 0.807272 -0.0970 0.2283 -0.0202 0.20
H -1.369047 3.336415 -1.009765 0.2543 0.2298 0.0936 0.20
H 1.357113 -1.195938 2.058294 -0.1006 -0.0434 0.0429 0.23
H -2.088881 -0.548672 1.049713 0.0522 0.0192 -0.0874 0.47
H 0.824792 -2.435270 -0.726116 -0.0853 -0.1342 0.0079 0.22
H -0.093580 -0.221830 2.287015 -0.0417 0.0904 0.0508 0.21



Record 2
13
Properties=species:S:1:pos:R:3:forces:R:3:nbo_charge:R:1 method="wB97M-V/def2-TZVPD" spin_multiplicity=1 lumo_energy_ev=-0.53 largest_force_ha_per_bohr=0.1008 smiles="NC(=S)/C(=N/S)NO" de_lowest_ev=3.998 charge=0
S -2.583283 -0.701194 -0.202226 1.7603 2.0469 0.8698 0.14
S 2.797438 0.507051 -0.134117 -2.2211 -0.5512 0.7643 -0.23
O -1.233139 1.947952 0.472682 -3.2136 1.7426 -3.6251 -0.55
N -0.886358 -0.961159 0.180226 -2.8789 -1.3555 0.1595 -0.54
N 1.522756 -1.759740 0.034506 3.4878 -1.5427 1.0684 -0.73
N -0.333979 1.314802 -0.476701 -0.5369 -2.4970 1.6169 -0.35
C -0.095155 -0.017861 0.077281 2.3827 1.3417 -1.6229 0.29
C 1.393413 -0.472879 0.130706 0.5328 2.7692 -1.4994 0.13
H 2.505753 -2.066162 0.231629 -1.3978 0.1861 -0.6545 0.41
H -2.144572 2.228978 -0.219661 4.2109 -0.6179 2.9597 0.48
H 0.597182 1.675389 -0.402607 0.6034 1.6442 0.1740 0.39
H 0.823040 -2.418081 0.228583 -1.4535 -0.5673 0.1953 0.42
H -2.363096 0.722908 0.079699 -1.2762 -2.5993 -0.4059 0.13